DFT (ωB97M-V/def2-TZVPD) results for a cluster of 2 separate species, C2H10NOS in total.

```
15
Properties=species:S:1:pos:R:3:forces:R:3:mulliken_charge:R:1
C -0.72796 -1.12510 0.08854 -2.332 -0.191 -0.110 -0.583
C -0.95787 0.05969 1.02049 0.198 0.707 -1.066 -0.620
S -1.65034 -0.52440 2.57879 0.135 -0.150 0.427 -0.168
N 0.01076 -0.80338 -1.21074 2.301 -1.006 1.597 -0.315
H -1.71126 -1.57050 -0.14553 0.310 0.519 -0.532 0.374
H -0.28444 -1.96421 0.59746 1.008 0.046 0.116 0.366
H -1.60451 0.86332 0.61651 0.079 -0.746 -0.216 0.386
H 0.00686 0.58193 1.11429 -0.184 -0.278 0.935 0.304
H -2.80078 -1.10100 2.12984 0.503 0.410 -0.183 0.152
H 0.98051 -1.10903 -1.02637 -0.111 -0.176 0.045 0.394
H 0.23974 0.18008 -1.37283 -1.138 0.248 -0.640 0.348
H -0.22275 -1.41249 -1.99313 -0.654 0.717 -0.425 0.352
H 2.71099 2.42894 -0.07402 0.140 -0.158 -0.474 0.325
H 3.17591 3.18353 -1.28993 -0.064 -0.319 -0.208 0.332
O 2.83514 2.31265 -1.03337 -0.190 0.376 0.733 -0.648
```
Forces are in eV/Å.

## Properties
- calculated total energy (Ha) = -610.1006
- orbital gap (eV) = 9.32
- E_HOMO (eV) = -13.2
- net charge = +1

=====

DFT (ωB97M-V/def2-TZVPD) results for an isolated molecule of C3H5NO.

```
10
Properties=species:S:1:pos:R:3:forces:R:3:mulliken_charge:R:1
O -0.21974 -2.38758 0.58148 0.066 0.015 0.188 -0.552
C 0.11247 -1.27826 0.93009 0.041 -0.248 0.059 0.111
N -0.11776 -0.16170 0.22198 -0.252 -0.472 0.463 0.039
C 0.32751 1.14907 0.05229 0.025 0.020 -0.631 -0.459
C -0.45766 0.23851 -1.06292 -0.086 0.641 0.146 -0.404
H 0.59674 -1.01911 1.88714 0.115 -0.321 0.016 0.310
H -0.07664 1.82818 0.83050 -0.368 0.142 -1.311 0.258
H 1.32395 1.43121 -0.26923 0.348 -0.638 0.316 0.238
H -0.04631 -0.41533 -1.86363 0.451 1.217 0.328 0.262
H -1.44255 0.61499 -1.30770 -0.340 -0.357 0.426 0.196
```
Forces are in eV/Å.

## Properties
- calculated total energy (Ha) = -247.2267
- orbital gap (eV) = 10.66
- SMILES = O=CN1CC1
- E_HOMO (eV) = -9.8

=====

DFT (ωB97M-V/def2-TZVPD) results for a structure of composition C9H36BeN18O9.

```
73
Properties=species:S:1:pos:R:3:forces:R:3:mulliken_charge:R:1
Be -0.09214 0.01160 -0.06710 -0.111 0.363 0.173 1.710
C -3.14146 1.34672 0.80058 4.354 -0.005 1.317 0.415
O -1.94467 1.48899 0.97801 3.628 -0.232 -0.670 -0.525
N -3.75325 0.33766 1.24931 -3.334 -5.176 2.003 -0.152
N -3.85103 2.23980 0.25953 -4.154 4.553 -2.653 -0.342
H -4.75860 0.31483 1.34345 0.245 -0.213 -0.153 0.159
H -3.22137 -0.44471 1.60300 0.208 0.105 0.101 0.168
H -4.81088 2.21745 0.57302 -0.115 0.609 -0.611 0.164
H -3.46571 3.12912 -0.02461 0.018 -0.284 0.281 0.272
C -1.99693 1.82745 -2.55494 -2.278 -0.902 -2.629 0.320
O -1.21158 1.47327 -1.76801 3.794 -3.093 4.273 -0.298
N -2.85664 1.15138 -3.32324 -0.971 -1.323 -0.845 -0.296
N -2.07471 3.07910 -2.86976 0.339 5.070 -0.037 -0.498
H -3.09465 0.17787 -3.19783 0.037 0.400 -0.205 0.239
H -3.37886 1.80021 -3.89455 -0.482 -1.264 -0.166 0.131
H -2.78178 3.45018 -3.48819 0.381 0.329 0.467 0.163
H -1.60751 3.63734 -2.16963 -0.057 0.647 -0.585 0.258
C 2.06767 -2.76588 0.53924 -2.735 1.740 2.428 0.532
O 0.99450 -2.13634 0.59566 -0.147 0.258 0.681 -0.347
N 2.79031 -3.19172 1.57368 0.624 -0.158 1.952 -0.351
N 2.55991 -3.11285 -0.58034 1.591 -1.076 -4.660 -0.469
H 2.50483 -3.03008 2.52892 0.221 -0.170 -0.546 0.159
H 3.68236 -3.62595 1.38450 -0.310 -0.059 0.488 0.144
H 2.02849 -2.75766 -1.36235 0.281 -0.112 -0.394 0.161
H 3.53287 -3.37669 -0.64228 -0.425 -0.184 -0.446 0.233
C 3.63848 0.10272 -0.35315 -2.737 -0.068 -1.749 0.617
O 2.51511 0.51195 -0.52400 -3.768 -0.505 -2.025 -0.581
N 4.31112 -0.80342 -0.99866 1.078 -3.042 -2.484 -0.385
N 4.24924 0.68793 0.56265 5.006 3.293 5.660 -0.358
H 5.30599 -0.93495 -0.88452 -0.338 -0.018 -0.062 0.176
H 3.78572 -1.45823 -1.56015 0.414 0.408 -0.055 0.254
H 3.80649 1.52579 0.91204 0.468 -0.434 0.323 0.065
H 5.22560 0.48732 0.72563 -0.121 0.481 0.396 0.179
C 0.40479 -0.84248 -3.62890 -0.374 -0.728 3.209 0.501
O 0.45971 -0.99937 -2.40050 0.675 -0.194 0.898 -0.376
N -0.62402 -1.25811 -4.29991 -3.837 -1.513 -0.514 -0.370
N 1.34050 -0.43227 -4.38845 4.269 2.573 -2.547 -0.378
H -1.13809 -1.89278 -3.70575 -0.856 0.345 -0.804 0.084
H -0.84561 -1.06378 -5.26596 0.119 -0.374 0.339 0.202
H 1.05439 -0.10185 -5.29897 0.650 -0.153 -0.020 0.180
H 2.23891 -0.13695 -4.03385 -0.397 0.288 0.073 0.227
C -1.35661 -1.65321 3.12750 0.173 2.428 -0.716 0.576
O -1.42185 -1.33352 1.96060 -0.137 -0.323 -2.071 -0.500
N -1.65731 -2.76092 3.67022 -1.902 -6.531 -0.107 -0.434
N -0.98842 -0.81561 4.06819 1.517 3.250 1.678 -0.534
H -1.78400 -3.49785 2.99125 -0.432 -0.389 0.429 0.258
H -1.43967 -3.02668 4.62002 -0.031 0.098 -0.448 0.182
H -1.05978 -1.18321 5.00621 0.702 0.635 -0.027 0.180
H -0.14843 -0.37973 3.71531 -0.111 0.960 0.840 0.182
C 1.93054 0.47495 2.96413 -1.318 0.663 -2.610 0.209
O 1.21576 0.34444 1.98602 -1.795 -0.009 -1.326 -0.067
N 2.30278 1.65397 3.39731 1.096 3.473 1.104 -0.425
N 2.36637 -0.53992 3.62660 1.943 -2.895 2.688 -0.304
H 3.07736 1.84993 4.01516 -0.239 -0.533 0.188 0.202
H 2.02913 2.47469 2.87613 -0.102 -0.652 -0.129 0.178
H 3.06544 -0.32067 4.32182 -0.285 -0.825 0.244 0.135
H 1.96789 -1.46292 3.52973 0.253 0.541 -0.062 0.239
C -2.92502 -1.84959 -1.80585 3.088 1.442 1.837 0.380
O -2.04891 -1.38604 -1.08020 -0.317 0.994 0.912 -0.120
N -4.04294 -1.28332 -2.19888 -2.691 1.381 -0.332 -0.550
N -2.70228 -2.96863 -2.41871 0.353 -4.133 -2.494 -0.494
H -4.59397 -1.82327 -2.85074 -0.423 0.549 0.326 0.111
H -4.45618 -0.51811 -1.68527 0.022 -0.243 -0.020 0.235
H -3.42911 -3.35921 -3.00118 0.391 -0.283 0.053 0.116
H -1.78201 -3.37586 -2.50461 -0.243 0.053 0.590 0.273
C 1.08327 3.42806 0.86561 -3.053 -1.457 -1.737 0.390
O 0.57482 2.65530 0.11102 -1.391 -2.837 -2.672 -0.433
N 0.38424 4.30289 1.46298 -3.690 4.703 3.773 -0.362
N 2.32250 3.44750 1.10331 6.320 -0.132 0.828 -0.461
H -0.62359 4.25321 1.50685 0.259 -0.394 -0.327 0.241
H 0.77010 4.98096 2.10441 0.043 -0.058 -0.215 0.176
H 2.82555 2.95950 0.37606 0.559 0.348 0.338 0.243
H 2.69689 4.08049 1.79559 0.589 -0.003 -0.738 0.190
```
Forces are in eV/Å.

## Properties
- calculated total energy (Ha) = -2041.7163
- orbital gap (eV) = 8.96
- E_HOMO (eV) = -13.8
- net charge = +2

=====

DFT (ωB97M-V/def2-TZVPD) results for an isolated molecule of C8H7NO3S.

```
20
Properties=species:S:1:pos:R:3:forces:R:3:mulliken_charge:R:1
C -0.07808 -3.43697 -0.97574 -3.014 1.191 1.344 -0.751
C 0.18663 -2.09244 -0.69482 -1.905 0.088 -0.060 -0.299
C -1.39193 -3.78300 -0.70550 0.808 3.383 0.219 -0.364
C -0.97876 -1.37228 -0.32003 1.255 -2.192 -0.203 0.138
C -1.09593 -0.07421 0.21030 3.528 2.942 -0.425 0.775
C 0.39327 0.86039 0.22164 -4.782 0.109 -0.041 0.014
C 0.13445 2.17409 0.64877 2.407 0.290 -0.117 0.556
C 1.28880 3.11275 0.69996 -0.112 3.726 1.164 -1.026
N 1.48990 0.56081 -0.53288 0.698 0.146 0.841 0.051
O -0.95698 2.78663 1.12367 -0.665 -1.668 -0.533 -0.535
O 2.58890 1.16268 -0.52402 -0.851 -1.231 -0.488 -0.486
O -2.10771 0.47178 0.60095 0.169 -0.264 -0.007 -0.805
S -2.34781 -2.42860 -0.21996 1.061 -0.330 -0.326 -0.038
H 0.66071 -4.07541 -1.24844 1.909 -1.967 -0.823 0.498
H 1.19967 -1.80206 -0.81845 0.401 1.048 0.163 0.433
H -1.93726 -4.63835 -0.65823 -0.858 -2.751 -0.366 0.508
H 1.56045 3.35511 1.81677 -0.285 -0.782 -1.955 0.223
H 2.17086 2.86476 0.09812 -0.517 0.160 0.651 0.414
H 0.92659 4.18760 0.35174 0.554 -2.168 0.471 0.280
H -1.70576 2.16674 0.92613 0.199 0.273 0.490 0.414
```
Forces are in eV/Å.

## Properties
- calculated total energy (Ha) = -987.5251
- <S²> = 2.034
- orbital gap (spin up / spin down) (eV) = 6.67 / 8.48
- E_HOMO (spin up / spin down) (eV) = -7.4 / -9.4
- multiplicity = 3

=====

DFT (ωB97M-V/def2-TZVPD) results for an isolated molecule of C3H5N3S.

```
12
Properties=species:S:1:pos:R:3:forces:R:3:mulliken_charge:R:1
H 2.11486 -1.42661 0.43375 -0.100 -0.207 -0.980 0.278
N 2.16303 -1.81573 -0.53346 -0.716 0.340 0.240 -0.593
C 1.28223 -1.32700 -1.30565 0.530 0.114 -0.634 0.063
N 0.35788 -0.31110 -1.06843 -1.256 0.829 0.992 -0.002
N 0.06334 0.15063 0.19535 -0.930 0.159 -1.113 -0.358
C -1.03113 0.84968 0.39054 1.170 -1.442 -0.600 0.017
C -1.22341 1.26049 1.75753 0.347 0.717 -0.006 -0.311
S -2.36294 2.26415 2.26769 -0.594 0.156 0.099 -0.241
H 1.19080 -1.61157 -2.39955 0.377 0.022 1.348 0.273
H -0.29069 -0.07397 -1.82059 0.225 -0.198 0.300 0.250
H -1.83369 1.06941 -0.34611 0.762 -0.112 0.201 0.305
H -0.43029 0.97161 2.42893 0.185 -0.379 0.153 0.321
```
Forces are in eV/Å.

## Properties
- calculated total energy (Ha) = -679.6921
- orbital gap (eV) = 7.89
- SMILES = [H]/N=C\N/N=C/C=S
- E_HOMO (eV) = -9.0

=====

DFT (ωB97M-V/def2-TZVPD) results for a cluster of 2 separate species, C2H3NOS in total.

```
8
Properties=species:S:1:pos:R:3:forces:R:3:mulliken_charge:R:1
C 1.00452 0.88626 -0.50803 1.457 0.515 -1.100 -0.271
C 0.06942 0.14215 0.35548 -2.942 0.466 1.828 -0.235
N 0.41010 -0.14815 -0.97575 -0.589 -1.378 -2.062 -0.134
O 3.25082 -0.78515 0.53945 -0.273 -1.151 0.817 -0.342
S 3.56150 0.37962 -0.28826 0.395 1.133 -0.749 0.276
H 0.32534 -0.53816 1.12020 1.030 -0.668 0.700 0.215
H -0.88789 0.65387 0.67044 0.723 -0.555 -1.027 0.194
H 0.32024 -0.84576 -1.77788 0.198 1.638 1.594 0.297
```
Forces are in eV/Å.

## Properties
- calculated total energy (Ha) = -605.9829
- orbital gap (spin up / spin down) (eV) = 7.29 / 7.18
- E_HOMO (spin up / spin down) (eV) = -8.2 / -8.0

=====

Energy relative to the best compared isomer or geometry (same formula, charge and spin) across the listed records, respectively: 96.6, 211.4, 705.7, 155.2, 244.5, 536.8 kJ/mol.